Record 1
27
Properties=species:S:1:pos:R:3:lowdin_charge:R:1 method="wB97M-V/def2-TZVPD" e_tot_ev=-13140.07792 smiles=Cc1c[nH]c2ccccc12.CC
C -1.92546 -1.32639 1.53163 -0.05
C -0.49573 0.80640 0.81228 -0.16
C -1.61913 -0.10688 0.71640 -0.24
C -0.71408 1.78606 -0.16386 -0.24
C -2.43053 0.34395 -0.27242 -0.04
C 0.62683 0.83411 1.62671 -0.03
C 1.49760 1.91153 1.49495 -0.10
C 1.28507 2.93067 0.55218 -0.09
C 0.17987 2.83723 -0.29192 -0.03
N -1.87972 1.53411 -0.82759 0.08
H 0.74205 0.05976 2.36908 0.11
H 2.33644 1.90173 2.18112 0.09
H 1.91499 3.75356 0.24381 0.10
H -2.91877 -1.74814 1.36668 0.07
H -2.00309 -1.10026 2.59934 0.08
H -3.20646 -0.18378 -0.78697 0.11
H -2.51854 2.08252 -1.38059 0.15
H -0.01486 3.64263 -0.99238 0.11
H -1.15561 -2.07375 1.33025 0.07
C 2.07726 -2.48497 -2.00589 -0.16
C 0.99730 -2.03835 -0.97440 -0.16
H 3.05708 -2.22145 -1.61456 0.06
H 2.09284 -3.56525 -2.14461 0.05
H 1.82517 -1.98487 -2.93448 0.06
H 0.05358 -2.10618 -1.51105 0.06
H 1.09182 -0.94946 -0.90513 0.06
H 1.10409 -2.53457 -0.01858 0.06

---

Record 2
27
Properties=species:S:1:pos:R:3:lowdin_charge:R:1 method="wB97M-V/def2-TZVPD" e_tot_ev=-13136.94305 smiles=Cc1c[nH]c2ccccc12.CC
C -2.93637 1.28824 -0.74670 -0.19
C -3.30488 1.26845 -2.21897 -0.16
H -2.39067 0.31420 -0.56541 0.07
H -2.07117 1.87990 -0.33216 0.04
H -3.63758 1.26644 0.02365 0.04
H -2.72055 1.99163 -2.73366 0.04
H -4.43542 1.30581 -2.35836 0.09
H -2.95925 0.20787 -2.56132 0.09
C 2.95250 -0.49617 -1.64855 -0.09
C 1.48415 -0.80555 0.47410 -0.13
C 1.92007 -0.09474 -0.66993 -0.25
C 0.34364 -0.03351 1.11678 -0.15
C 0.93079 0.91243 -0.83817 -0.05
C 1.26936 -2.05586 2.53363 -0.09
C 0.32564 -1.15266 3.14533 -0.07
C 1.76245 -1.92793 1.23634 -0.06
C -0.07025 -0.00281 2.46133 -0.01
N 0.15305 1.03987 0.26725 0.03
H 1.27002 -3.05040 2.96639 0.09
H -0.13746 -1.34522 4.02542 0.06
H 2.42027 -2.72602 0.79195 0.12
H -0.41234 0.82660 2.84898 0.05
H 3.13718 0.01677 -2.76606 0.13
H 2.75336 -1.65094 -2.05894 0.13
H 0.98226 1.52562 -1.62928 0.08
H -0.46666 1.91458 0.33384 0.17
H 3.83786 -0.41662 -1.09748 0.03

---

Record 3
27
Properties=species:S:1:pos:R:3:lowdin_charge:R:1 method="wB97M-V/def2-TZVPD" e_tot_ev=-13140.17665 smiles=Cc1c[nH]c2ccccc12.CC
C 0.15382 -3.75425 2.17244 -0.17
C 1.58197 -3.24804 2.08145 -0.18
H -0.28544 -3.89236 3.17132 0.06
H -0.53837 -3.00744 1.77983 0.05
H 0.06752 -4.75418 1.75249 0.06
H 1.89641 -2.45548 2.75835 0.06
H 1.74381 -2.84092 1.08399 0.04
H 2.32689 -4.01984 2.28204 0.06
C -1.22968 3.70181 -2.16443 -0.07
C -0.03206 1.05319 0.20637 -0.21
C -0.44437 1.48008 -1.08336 -0.14
C -0.81987 2.86062 -1.03850 -0.25
C -0.64819 3.22611 0.27354 -0.04
C 0.42521 -1.11236 -0.69453 -0.11
C 0.29527 -0.27540 0.39040 -0.03
C 0.06007 -0.70646 -1.98738 -0.09
C -0.36314 0.59465 -2.17815 -0.02
N -0.13211 2.16232 1.00590 0.07
H 0.61842 -2.17238 -0.59442 0.09
H 0.44894 -0.71944 1.37079 0.09
H 0.15384 -1.47520 -2.73882 0.10
H -0.65549 1.07152 -3.10834 0.11
H 0.01143 2.16841 2.00056 0.15
H -0.70434 4.20026 0.73164 0.12
H -1.31855 4.74531 -1.84423 0.08
H -2.11829 3.31473 -2.66346 0.08
H -0.49367 3.85477 -2.96548 0.08

---

Record 4
27
Properties=species:S:1:pos:R:3:lowdin_charge:R:1 method="wB97M-V/def2-TZVPD" e_tot_ev=-13139.76306 smiles=Cc1c[nH]c2ccccc12.CC
C -1.96755 -0.62997 1.65665 -0.06
C -0.86873 1.02759 -0.18445 -0.12
C -1.41338 0.63886 1.12794 -0.22
C -0.38271 2.32244 -0.00576 -0.23
C -1.33976 1.73456 1.91762 -0.07
C -0.88552 0.49151 -1.47651 -0.02
C -0.39277 1.28980 -2.48813 -0.12
C 0.27412 2.48097 -2.28092 -0.10
C 0.15345 3.10293 -1.04331 -0.02
N -0.54341 2.73578 1.32726 0.07
H -1.24687 -0.51418 -1.63883 0.11
H -0.46553 1.01486 -3.54150 0.10
H 0.78859 2.98219 -3.08248 0.10
H -1.13387 -1.30090 1.91081 0.08
H -2.49742 -1.25502 0.93027 0.07
H -1.66899 1.88073 2.93336 0.12
H -0.71994 3.72644 1.41152 0.14
H 0.24924 4.15959 -0.84339 0.11
H -2.71379 -0.49117 2.43012 0.08
C 2.68989 -2.88998 0.49164 -0.19
C 1.55648 -3.50336 -0.25533 -0.19
H 3.64683 -3.37645 0.34494 0.06
H 2.85090 -1.85282 0.21761 0.06
H 2.41116 -2.93292 1.55966 0.07
H 1.62523 -3.29374 -1.34300 0.07
H 0.60123 -3.00589 -0.11995 0.04
H 1.39313 -4.54186 0.04415 0.07

---

Record 5
28
Properties=species:S:1:pos:R:3:lowdin_charge:R:1 method="wB97M-V/def2-TZVPD" e_tot_ev=-14620.73160 smiles="C=C(C)c1cccnc1/[N+](C)=C/C" charge=+1
C 2.87001 1.67406 0.03735 0.01
C 2.68493 0.32103 -0.10847 0.06
C 1.77111 2.52770 0.01525 -0.07
C 1.32012 -0.10534 -0.03082 -0.09
C 0.26625 0.80453 0.04582 -0.21
C -2.00932 1.35709 0.20562 -0.02
C 1.07068 -1.56111 0.20039 -0.30
C -3.51112 1.28258 0.21172 0.00
C 1.72844 -2.42252 -0.59068 0.07
C 0.34597 -2.23798 1.38018 -0.02
C -1.49500 -0.48538 -1.18760 -0.02
N 0.54573 2.07156 0.07657 0.11
N -1.15673 0.47329 -0.19742 -0.04
H 3.83903 2.01443 0.01955 0.10
H 3.45486 -0.30655 -0.11348 0.09
H 1.74871 3.53779 0.02740 0.09
H -3.96678 0.96508 -0.66330 0.06
H -3.81697 2.27466 0.58401 0.11
H -3.81458 0.34897 0.74820 0.13
H 2.26985 -2.05522 -1.36030 0.03
H -1.53260 2.21498 0.88961 0.19
H 1.78790 -3.49981 -0.62975 0.09
H 0.61708 -1.56689 2.19422 0.08
H 0.68246 -3.17574 1.62341 0.05
H -0.77985 -2.23887 1.12857 0.10
H -2.09836 -0.08767 -2.03597 0.12
H -2.17156 -1.18826 -0.61281 0.13
H -0.65024 -0.93640 -1.85731 0.15

---

Record 6
34
Properties=species:S:1:pos:R:3:lowdin_charge:R:1 method="wB97M-V/def2-TZVPD" multiplicity=3 e_tot_ev=-71734.79322 s2=2.020 charge=+1
Ni -0.36864 -0.85293 -0.16472 0.44
O 0.31765 3.25876 -0.03400 0.13
C -0.14179 2.00638 -0.13026 -0.44
O 0.65436 1.02766 -0.27795 -0.14
C -1.54199 1.78760 -0.05333 -0.18
C -2.56425 2.74993 0.01180 0.03
C -3.86874 2.33113 0.06715 -0.04
C -4.16018 0.94779 0.08714 0.00
C -3.11923 0.05571 0.03234 -0.19
N -1.84142 0.45771 -0.06163 0.06
C -3.18280 -1.42883 0.07583 -0.42
O -4.33690 -2.06496 0.06354 0.19
O -2.14609 -2.07040 0.12351 0.05
H 1.27561 3.26913 -0.13334 0.12
H -2.31038 3.80064 0.01045 0.13
H -4.67208 3.05223 0.10636 0.11
H -5.18950 0.61864 0.14776 0.11
H -5.09356 -1.46860 0.00393 0.12
C 2.86792 0.48066 1.63728 -0.16
Si 2.73725 -0.50410 0.05749 0.81
C 2.92302 0.12996 -1.68542 -0.17
C 3.48853 -2.21005 0.25663 -0.21
H 3.92395 0.55914 1.91226 0.05
H 2.35369 -0.03302 2.45085 0.05
H 2.45472 1.48264 1.55754 0.03
H 3.98259 0.13490 -1.95555 0.05
H 2.52063 1.12945 -1.81925 0.03
H 2.40380 -0.53260 -2.37976 0.05
H 4.57020 -2.11321 0.38943 0.05
H 3.32117 -2.83190 -0.62176 0.03
H 3.10233 -2.73559 1.12998 0.04
N 0.59584 -3.53436 -0.26401 0.22
C 0.60062 -2.38058 -0.37711 -0.12
H 0.44367 -4.51893 -0.16319 0.13

---

Record 7
35
Properties=species:S:1:pos:R:3:lowdin_charge:R:1 method="wB97M-V/def2-TZVPD" multiplicity=3 e_tot_ev=-325090.58340 s2=2.049 charge=-1
Ni -0.99557 -0.83571 1.04077 -0.36
Se -0.49277 -4.60641 2.62014 -0.27
Sb -2.02349 -2.78511 2.20705 -0.23
Se -0.68856 -0.59266 3.26537 0.09
Se -2.25742 -2.33923 -0.30813 0.03
Se -4.20535 -2.76127 3.23612 -0.27
C -0.59909 4.07530 -1.45036 -0.03
C -1.30037 2.98532 -0.70806 -0.30
C -2.58498 2.87941 -0.23438 0.02
C -2.66697 1.61564 0.40175 -0.32
N -1.50704 0.99782 0.29932 -0.01
N -0.68742 1.83327 -0.36892 0.06
C -3.82159 0.98733 1.10910 -0.04
H -1.28027 4.90897 -1.61221 0.08
H -0.25014 3.73573 -2.42752 0.08
H 0.26273 4.45211 -0.89615 0.08
H -3.37172 3.61284 -0.32198 0.11
H 0.27247 1.56441 -0.50855 0.15
H -4.67223 1.67071 1.11757 0.08
H -3.56537 0.72605 2.13836 0.06
H -4.10706 0.05324 0.62536 0.05
C 4.72584 -1.89509 -1.43117 -0.05
C 3.36165 -1.65076 -0.84809 -0.27
C 3.11125 -1.82860 0.50055 -0.01
C 1.84134 -1.59274 1.00616 -0.12
N 0.83610 -1.20556 0.22672 -0.04
C 1.05206 -1.05847 -1.08456 -0.15
C 2.29409 -1.25375 -1.65419 -0.02
H 5.43590 -2.20030 -0.66325 0.07
H 5.10954 -0.99385 -1.91347 0.08
H 4.68474 -2.68025 -2.18829 0.08
H 3.89415 -2.15922 1.17189 0.12
H 1.59463 -1.72584 2.05193 0.05
H 0.17904 -0.81156 -1.67669 0.09
H 2.42186 -1.12176 -2.72219 0.11